No. 1
The following is a DFT calculation (ωB97M-V/def2-TZVPD) of a molecular structure, C5H9NO2 at a distorted geometry.

Multiplicity: 1
Orbital gap: 9.75 eV
Relative energy (zero: lowest compared OMol25 entry of this formula, charge and spin): 96.6 kcal per mole

Structure (XYZ):
```
17
Properties=species:S:1:pos:R:3:forces:R:3:lowdin_charge:R:1
O -1.98709 1.24949 0.77033 0.66 -1.00 -0.68 0.053
O 0.79789 -0.23847 2.49651 -0.16 0.60 -0.28 0.099
N 1.69709 -0.73248 0.45529 0.18 0.47 0.01 0.154
C 0.71068 -0.42190 1.32458 -1.68 -3.58 -0.89 -0.530
C -0.71199 0.85368 -1.25520 -0.21 -1.20 -0.10 -0.143
C -0.95169 0.93663 0.21438 0.94 3.99 0.66 -0.409
C -0.87890 -1.28577 0.70403 1.76 -0.87 1.97 -0.002
C 0.36599 1.34738 -1.85078 -0.24 0.15 0.14 0.022
H -1.58274 -1.36576 -0.12165 0.29 1.15 -0.41 0.058
H -0.44986 -2.29020 0.67544 0.33 -0.07 0.31 0.054
H 2.64986 -0.60394 0.75895 0.00 0.12 -0.07 0.118
H 0.54064 1.21369 -2.90987 -0.13 0.10 -0.03 0.063
H 0.06935 1.19444 0.72118 -1.44 0.02 -0.46 0.124
H 1.08747 1.95223 -1.31445 0.09 -0.14 0.15 0.072
H -1.42290 -1.18743 1.64003 -0.17 0.04 -0.11 0.062
H 1.50286 -0.87749 -0.52129 -0.06 0.08 0.15 0.100
H -1.43666 0.25590 -1.78750 -0.17 0.12 -0.36 0.105
```
Positions in Å, forces in eV/Å.



No. 2
The following is a DFT calculation (ωB97M-V/def2-TZVPD) of 2 unconnected molecules or ions with the total composition C5H9NO2 at a distorted geometry.

SMILES: CC(N)=O.C=CC=O
Multiplicity: 1
Orbital gap: 9.93 eV
Relative energy (zero: lowest compared OMol25 entry of this formula, charge and spin): 25.0 kcal per mole

Structure (XYZ):
```
17
Properties=species:S:1:pos:R:3:forces:R:3:lowdin_charge:R:1
O -0.60656 1.78291 -0.85176 0.61 -0.15 0.26 0.018
O 0.65563 -2.06967 0.09646 -0.98 0.35 -0.84 0.016
N 1.45635 1.22450 -1.56542 0.26 -0.11 -0.22 0.150
C -0.32581 -1.72293 -0.54904 0.76 -0.19 0.85 -0.281
C 0.55053 1.48127 -0.58183 -0.63 0.07 -0.43 -0.612
C 1.08021 1.38200 0.82044 0.08 -0.29 0.24 -0.010
C -1.83369 -1.44349 1.36973 -0.06 0.14 -0.45 0.050
C -1.60312 -1.28917 0.06137 0.04 -0.08 0.65 -0.137
H 0.30897 0.96061 1.47049 0.07 0.19 -0.13 0.080
H -1.09942 -1.90019 2.02759 -0.03 0.03 -0.18 0.073
H 1.13796 1.26194 -2.52431 0.06 0.00 0.24 0.110
H 1.95682 0.72942 0.86466 -0.07 0.15 0.05 0.077
H 2.37289 0.84345 -1.37292 -0.35 0.15 -0.02 0.103
H -2.32453 -0.82368 -0.59954 -0.02 -0.03 0.05 0.097
H -0.31473 -1.69254 -1.65102 0.21 -0.09 -0.04 0.113
H -2.76467 -1.10349 1.81075 0.08 -0.06 -0.03 0.064
H 1.35321 2.37899 1.17438 -0.06 -0.09 0.00 0.088
```
Positions in Å, forces in eV/Å.



no.,HOMO energy (Eh)
1,-0.3497
2,-0.3627